(A)
Here is a gas-phase ion, C30H26NO (charge +1) from the Open Molecules 2025 dataset. Energies are from ωB97M-V with the def2-TZVPD basis set.

CARTESIAN COORDINATES (ANGSTROEM)
O (0.469, -1.203, -3.111)
C (-0.648, -0.712, -2.979)
N (-1.008, 0.008, -1.834)
C (-0.144, 0.521, -0.891)
C (1.095, -0.241, -0.482)
C (1.087, -1.223, 0.642)
C (0.926, -0.592, 2.021)
C (-0.195, 0.019, 2.452)
C (-0.375, 0.524, 3.800)
C (-1.657, 0.964, 4.189)
C (-1.862, 1.551, 5.433)
C (-0.790, 1.696, 6.332)
C (0.472, 1.190, 5.984)
C (0.684, 0.596, 4.737)
C (2.376, -2.066, 0.530)
C (2.476, -2.980, -0.520)
C (3.544, -3.874, -0.572)
C (4.550, -3.810, 0.411)
C (4.507, -2.816, 1.398)
C (3.460, -1.890, 1.396)
C (-0.364, 1.895, -0.521)
C (0.304, 2.570, 0.548)
C (0.014, 3.904, 0.841)
C (-0.921, 4.615, 0.077)
C (-1.495, 4.013, -1.042)
C (-1.195, 2.694, -1.354)
C (-1.658, -0.848, -4.071)
C (-1.426, -1.849, -5.031)
C (-2.396, -2.138, -5.997)
C (-3.581, -1.379, -6.059)
C (-3.753, -0.302, -5.173)
C (-2.785, -0.023, -4.198)
H (-1.965, 0.352, -1.854)
H (1.420, -0.734, -1.407)
H (1.812, 0.528, -0.187)
H (0.216, -1.899, 0.506)
H (1.713, -0.810, 2.746)
H (-1.056, 0.128, 1.784)
H (-2.477, 0.858, 3.479)
H (-2.854, 1.910, 5.709)
H (-0.948, 2.160, 7.310)
H (1.301, 1.271, 6.690)
H (1.673, 0.227, 4.467)
H (1.722, -2.973, -1.311)
H (3.601, -4.607, -1.379)
H (5.383, -4.511, 0.385)
H (5.293, -2.737, 2.153)
H (3.496, -1.040, 2.078)
H (1.052, 2.021, 1.131)
H (0.503, 4.391, 1.691)
H (-1.188, 5.635, 0.344)
H (-2.190, 4.553, -1.676)
H (-1.559, 2.286, -2.298)
H (-0.498, -2.419, -5.012)
H (-2.238, -2.954, -6.709)
H (-4.359, -1.618, -6.800)
H (-4.648, 0.321, -5.245)
H (-2.913, 0.844, -3.550)

As for the SMILES: O=C(/[NH+]=C(\C[C@H](/C=C/c1ccccc1)c1ccccc1)c1ccccc1)c1ccccc1. The calculation puts the frontier orbital gap at 5.5 eV. As for the total charge: +1.



(B)
Here is 2 unconnected molecules or ions with the total composition C30H26NO from the Open Molecules 2025 dataset. Energies are from ωB97M-V with the def2-TZVPD basis set.

CARTESIAN COORDINATES (ANGSTROEM)
C (-1.020, 6.272, -1.437)
C (-1.107, 5.558, -0.233)
C (-0.709, 4.223, -0.177)
C (-0.304, 3.552, -1.354)
C (0.123, 2.152, -1.315)
C (0.808, 1.669, -0.184)
C (1.076, 0.333, 0.058)
C (1.971, -0.131, 1.091)
C (2.388, -1.485, 1.100)
C (3.197, -1.972, 2.120)
C (3.596, -1.125, 3.167)
C (3.192, 0.216, 3.172)
C (2.404, 0.720, 2.138)
C (-0.145, 1.288, -2.465)
C (0.818, 0.382, -2.954)
C (0.549, -0.401, -4.075)
C (-0.716, -0.363, -4.672)
C (-1.702, 0.496, -4.166)
C (-1.400, 1.357, -3.115)
C (-0.266, 4.274, -2.571)
C (-0.573, 5.631, -2.602)
H (-1.292, 7.329, -1.468)
H (-1.476, 6.048, 0.671)
H (-0.741, 3.671, 0.765)
H (1.086, 2.415, 0.565)
H (0.781, -0.410, -0.683)
H (2.056, -2.142, 0.291)
H (3.519, -3.016, 2.101)
H (4.221, -1.510, 3.972)
H (3.492, 0.882, 3.985)
H (2.098, 1.768, 2.142)
H (1.793, 0.325, -2.465)
H (1.333, -1.046, -4.476)
H (-0.934, -0.997, -5.534)
H (-2.702, 0.511, -4.603)
H (-2.144, 2.079, -2.765)
H (0.051, 3.761, -3.482)
H (-0.466, 6.185, -3.536)
C (0.876, -4.826, 3.738)
O (-0.139, -5.176, 2.773)
C (-0.821, -4.197, 2.121)
C (-0.559, -2.812, 2.278)
C (-1.269, -1.906, 1.494)
C (-2.241, -2.389, 0.566)
N (-2.742, -1.300, -0.121)
C (-2.143, -0.146, 0.334)
C (-1.199, -0.483, 1.295)
C (-2.536, -3.743, 0.438)
C (-1.829, -4.648, 1.218)
H (1.202, -5.789, 4.132)
H (1.718, -4.307, 3.260)
H (0.460, -4.207, 4.545)
H (0.207, -2.444, 2.965)
H (-3.457, -1.352, -0.839)
H (-2.399, 0.828, -0.069)
H (-0.674, 0.190, 1.963)
H (-3.306, -4.074, -0.256)
H (-2.006, -5.721, 1.160)

The calculation puts the frontier orbital gap at 5.0 eV. As for the total charge: +1.



Quick one: most stable of them? (B)



(A)
Here is 2 unconnected molecules or ions with the total composition C2HI2N3 from the Open Molecules 2025 dataset. Energies are from ωB97M-V with the def2-TZVPD basis set.

CARTESIAN COORDINATES (ANGSTROEM)
C (1.500, 0.432, 0.484)
C (-1.303, -0.105, -0.539)
N (2.146, -0.584, 0.326)
N (0.769, 1.374, 0.564)
N (-2.214, -0.728, -0.858)
I (1.742, -2.507, 0.797)
I (0.303, 3.250, 0.612)
H (-2.944, -1.132, -1.386)

The calculation puts the frontier orbital gap at 7.8 eV.



(B)
Here is a single C2HI2N3 molecule from the Open Molecules 2025 dataset. Energies are from ωB97M-V with the def2-TZVPD basis set.

CARTESIAN COORDINATES (ANGSTROEM)
C (1.018, -1.023, 0.213)
C (-0.494, 0.881, -0.059)
N (-0.070, -1.534, 0.002)
N (-0.964, -0.257, -0.227)
N (1.825, -0.204, 0.478)
I (-0.918, 2.859, -0.314)
I (-3.002, -1.019, -0.371)
H (2.605, 0.297, 0.279)

The calculation puts the frontier orbital gap (alpha / beta) at 6.6 / 6.6 eV.



Quick one: most stable of them? (A)